Formula: C36H77BBaBrN2O6P2SSi
Source: the OMol25 dataset
Level of theory: ωB97M-V/def2-TZVPD

Summary:
energy relative to the best compared isomer or geometry (same formula, charge and spin): 1689.1 kJ/mol
HOMO (spin up / spin down): -4.43 / -4.43 eV
total energy: -5973.256716 Eh

```
! RIJCOSX wB97M-V def2-TZVPD def2/J DEFGRID3
* xyz -1 1
Ba 5.578 13.436 10.243
C 8.804 8.411 11.577
C 7.375 8.957 11.370
C 6.753 9.375 12.722
C 6.563 7.844 10.750
P 7.469 10.595 10.319
C 8.953 11.202 11.165
N 9.310 12.581 11.152
B 8.414 13.656 10.816
N 9.383 14.832 10.971
C 8.812 16.085 10.613
P 7.222 16.366 11.561
C 7.781 16.686 13.398
C 6.668 17.290 14.282
C 9.081 17.544 13.574
C 8.017 15.209 13.845
C 6.736 18.025 10.626
C 5.675 18.813 11.391
C 6.081 17.321 9.442
C 7.815 18.991 10.248
C 10.685 14.386 10.966
C 11.845 15.133 11.035
C 13.025 14.386 11.270
C 13.055 13.031 11.287
C 11.948 12.252 11.047
C 10.757 12.896 10.992
C 7.777 10.238 8.488
C 8.544 11.382 7.924
C 8.590 9.046 8.162
C 6.383 10.098 7.822
H 8.898 7.310 11.397
H 9.315 8.606 12.506
H 9.636 8.960 10.838
H 6.892 8.402 13.350
H 5.804 9.536 12.537
H 7.202 10.189 13.327
H 6.575 6.854 11.480
H 7.064 7.468 9.985
H 5.561 7.943 10.522
H 10.582 10.020 10.472
H 8.781 10.845 12.125
H 8.658 16.117 9.655
H 9.636 17.137 11.209
H 6.332 18.196 14.016
H 7.099 17.300 15.153
H 5.883 16.681 14.317
H 9.057 18.443 13.042
H 9.927 17.183 13.337
H 9.194 17.600 14.620
H 7.107 14.827 14.033
H 8.335 15.174 14.799
H 8.528 14.870 13.149
H 4.940 18.116 11.612
H 5.430 19.591 10.799
H 6.098 19.275 12.218
H 5.080 16.960 9.663
H 6.613 16.467 9.018
H 5.852 18.016 8.638
H 8.304 19.437 11.055
H 7.375 19.771 9.724
H 8.447 18.564 9.507
H 11.688 16.133 11.309
H 14.036 14.780 11.249
H 13.958 12.547 11.079
H 11.914 11.078 10.746
H 9.511 11.527 8.247
H 7.703 12.130 7.701
H 8.691 11.121 6.637
H 9.221 8.443 9.130
H 9.017 9.361 6.830
H 7.816 7.903 8.173
H 6.207 11.198 7.294
H 5.546 9.904 8.393
H 6.510 9.485 7.019
O 9.355 6.393 18.349
H 9.832 7.107 17.865
H 9.364 6.744 19.237
O 14.138 5.339 10.077
H 14.601 6.152 9.864
H 13.194 5.455 10.123
O 5.781 10.805 25.831
H 5.906 11.076 24.888
H 6.587 11.041 26.322
Br 3.018 12.648 11.887
C 11.532 9.998 24.069
C 11.458 10.119 22.467
C 11.920 11.601 22.041
C 12.374 9.117 21.745
O 10.183 9.742 22.080
Si 9.246 9.875 20.730
S 10.120 9.738 18.929
O 8.043 8.695 21.041
C 6.878 8.702 21.852
C 5.683 9.548 21.340
C 6.360 7.313 22.018
C 7.230 9.148 23.298
O 8.684 11.475 21.043
C 8.560 12.650 20.275
C 7.620 13.587 21.106
C 7.854 12.271 18.973
C 9.939 13.324 20.101
H 10.542 10.022 24.446
H 12.118 10.780 24.590
H 11.926 9.017 24.348
H 12.983 11.792 22.483
H 11.175 12.344 22.340
H 11.985 11.709 20.907
H 11.965 9.034 20.746
H 12.201 8.175 22.197
H 13.440 9.335 21.844
H 5.180 8.987 20.536
H 6.094 10.471 20.893
H 4.968 9.853 22.072
H 6.235 6.770 21.043
H 5.386 7.223 22.569
H 7.083 6.700 22.561
H 6.416 9.175 24.049
H 7.452 10.180 23.277
H 8.023 8.477 23.613
H 6.597 13.284 21.259
H 7.718 14.615 20.681
H 8.080 13.689 22.151
H 7.401 13.235 18.574
H 7.078 11.509 18.965
H 8.522 11.870 18.266
H 10.396 13.452 21.092
H 9.615 14.305 19.626
H 10.661 12.814 19.533
*
```

Formula: C6H10FO5S
Source: the OMol25 dataset
Level of theory: ωB97M-V/def2-TZVPD

Summary:
HOMO: -5.22 eV
total energy: -1108.907221 Eh

```
! RIJCOSX wB97M-V def2-TZVPD def2/J DEFGRID3
* xyz -1 1
C 2.583 1.087 -0.097
C 4.944 1.007 -0.840
C -3.376 -1.882 1.163
C 3.783 0.090 -0.519
C -3.250 -1.318 -0.336
C -4.713 -0.228 -0.419
O -1.167 0.847 0.094
O 2.744 2.303 -0.133
O 1.533 0.476 0.191
O -0.048 1.554 2.180
O -5.679 -0.076 0.234
F -4.514 0.598 -1.616
S -0.002 1.628 0.697
H 5.698 0.809 -0.158
H 4.558 2.080 -0.796
H 5.311 0.782 -1.786
H -3.931 -2.849 1.079
H -4.053 -1.191 1.801
H -2.358 -1.982 1.468
H 3.443 -0.639 -1.144
H 4.038 -0.371 0.424
H -2.347 -0.652 -0.353
H -3.196 -2.071 -1.134
*
```

Formula: C2H3NO3
Source: the OMol25 dataset
Level of theory: ωB97M-V/def2-TZVPD

Summary:
energy relative to the best compared isomer or geometry (same formula, charge and spin): 523.9 kJ/mol
HOMO (spin up / spin down): -8.47 / -8.47 eV
total energy: -358.330122 Eh

```
! RIJCOSX wB97M-V def2-TZVPD def2/J DEFGRID3
* xyz 0 1
C 0.155 0.926 0.203
C -1.163 0.408 -0.021
N 1.412 -1.019 -0.101
O 0.813 1.844 0.491
O 0.797 -1.745 -0.847
O 2.463 -1.172 0.455
H -1.482 -0.096 0.894
H -1.124 -0.346 -0.811
H -1.871 1.202 -0.263
*
```

Formula: C3H5N3S2
Source: the OMol25 dataset
Level of theory: ωB97M-V/def2-TZVPD

Summary:
energy relative to the best compared isomer or geometry (same formula, charge and spin): 81.5 kJ/mol
SMILES: S=c1nc(CS)[nH][nH]1
HOMO: -8.21 eV
total energy: -1077.926016 Eh

```
! RIJCOSX wB97M-V def2-TZVPD def2/J DEFGRID3
* xyz 0 1
S 3.712 -0.219 0.059
C 2.053 -0.084 0.034
N 1.081 -1.014 0.045
C -0.021 -0.393 -0.012
C -1.348 -0.998 -0.181
S -2.739 0.140 0.052
N 0.082 0.997 -0.001
N 1.418 1.135 -0.145
H -1.445 -1.388 -1.199
H -1.532 -1.859 0.473
H -2.590 0.261 1.407
H -0.535 1.467 -0.727
H 1.863 1.954 0.194
*
```

Formula: C3H6N4
Source: the OMol25 dataset
Level of theory: ωB97M-V/def2-TZVPD

Summary:
energy relative to the best compared isomer or geometry (same formula, charge and spin): 189.6 kJ/mol
SMILES: CCc1nn[nH]n1
HOMO: -10.43 eV
total energy: -336.877032 Eh

```
! RIJCOSX wB97M-V def2-TZVPD def2/J DEFGRID3
* xyz 0 1
C 1.899 -0.242 -0.399
C 0.941 0.585 0.401
C -0.495 0.150 0.264
N -1.033 -0.892 0.930
N -2.283 -1.048 0.550
N -2.505 -0.093 -0.244
N -1.517 0.684 -0.532
H 2.907 0.104 -0.147
H 1.606 -0.091 -1.510
H 1.704 -1.309 -0.218
H 0.914 1.587 -0.095
H 1.341 0.415 1.445
H -3.478 0.149 -0.446
*
```

Formula: CH3BrP2
Source: the OMol25 dataset
Level of theory: ωB97M-V/def2-TZVPD

Summary:
energy relative to the best compared isomer or geometry (same formula, charge and spin): 133.4 kJ/mol
HOMO: -9.26 eV
total energy: -3296.521966 Eh

```
! RIJCOSX wB97M-V def2-TZVPD def2/J DEFGRID3
* xyz 0 1
C 0.429 -0.891 -0.245
P -0.331 1.961 0.151
P -1.068 0.078 -0.101
Br 2.192 -0.394 -0.105
H 0.267 -1.733 0.940
H 0.235 -1.569 -0.963
H -1.724 2.549 0.323
*
```